(1)
This record from the Open Molecules 2025 dataset describes a molecular structure, C16H29OSc in a non-equilibrium geometry. The level of theory is the ωB97M-V functional and the def2-TZVPD basis.

Energy above the lowest of the compared OMol25 structures with the same formula, charge and spin, kJ/mol: 0.00
LUMO, hartree: -0.280
HOMO level, eV: -15.335
Total charge: +2

Each line ends with the Mulliken charge.
CARTESIAN COORDINATES (ANGSTROEM)
C (-1.3348, -0.8941, -1.9106)  -0.04
H (-1.9438, -1.7372, -2.2358)  0.75
H (-1.9888, -0.3550, -1.1832)  -0.04
H (-0.4089, -1.4963, -1.3901)  0.12
C (-0.9220, -0.0094, -3.0967)  -0.34
H (-0.6512, 1.0048, -2.7551)  0.33
H (-0.0185, -0.4199, -3.5698)  0.37
C (-2.0210, 0.1121, -4.1690)  -1.37
H (-1.7151, 0.7935, -4.9686)  0.39
H (-2.2328, -0.8581, -4.6306)  0.38
H (-2.9569, 0.4939, -3.7487)  0.34
C (0.5753, 0.9000, 1.7535)  0.46
C (0.1680, 1.8996, 0.8079)  0.67
C (-1.2250, 1.6908, 0.5196)  0.94
C (-1.6567, 0.5218, 1.2468)  0.34
C (-0.5342, 0.0261, 1.9925)  0.66
C (-0.5468, -1.0900, 2.9736)  -1.57
C (-3.0490, 0.0137, 1.3360)  -1.44
C (-2.0920, 2.5770, -0.2971)  -1.38
C (1.0239, 3.0096, 0.3151)  -1.77
C (1.9019, 0.8185, 2.4195)  -1.34
Sc (-0.0709, -0.1316, -0.3513)  0.35
H (-3.0695, -0.9941, 1.7666)  0.39
H (-3.6678, 0.6619, 1.9767)  0.36
H (-3.5335, -0.0239, 0.3516)  0.27
H (-1.4259, -1.7275, 2.8334)  0.39
H (0.3483, -1.7189, 2.8731)  0.20
H (-0.5684, -0.7146, 4.0096)  0.35
H (2.6749, 1.3210, 1.8263)  0.35
H (1.8866, 1.2982, 3.4121)  0.34
H (2.2156, -0.2234, 2.5667)  0.25
H (0.6325, 3.4272, -0.6190)  0.39
H (1.0849, 3.8292, 1.0480)  0.35
H (2.0492, 2.6622, 0.1292)  0.41
H (-2.7619, 2.0013, -0.9523)  0.28
H (-2.7306, 3.2074, 0.3420)  0.35
H (-1.4914, 3.2460, -0.9255)  0.36
C (3.8029, -1.6500, -0.7364)  -1.17
C (2.5051, -2.0434, -0.1333)  0.89
C (2.4729, -3.1286, 0.8775)  -1.06
O (1.4443, -1.4462, -0.4850)  -0.62
H (4.5468, -2.4250, -0.5258)  0.43
H (4.1529, -0.7014, -0.2990)  0.28
H (3.7066, -1.5135, -1.8214)  0.36
H (2.3481, -2.7137, 1.8934)  0.20
H (1.6496, -3.8322, 0.6881)  0.35
H (3.4271, -3.6678, 0.8455)  0.46

(2)
This record from the Open Molecules 2025 dataset describes a molecular structure, C16H30Ag2CuN2O18S2 in a non-equilibrium geometry. The level of theory is the ωB97M-V functional and the def2-TZVPD basis.

Energy above the lowest of the compared OMol25 structures with the same formula, charge and spin, kJ/mol: 210.59
LUMO (spin up / spin down), hartree: -0.414 / -0.511
Spin multiplicity: 3
HOMO level (spin up / spin down), eV: -17.226 / -17.224
Total charge: +3

Each line ends with the Mulliken charge.
CARTESIAN COORDINATES (ANGSTROEM)
Ag (2.1394, -22.1105, 1.0573)  0.69
Ag (3.0723, -25.4675, 1.6900)  0.50
Cu (5.6043, -27.0168, -0.1174)  0.77
O (3.1841, -26.8535, -0.3469)  -0.08
C (2.5731, -26.0652, -1.3819)  0.55
C (1.4182, -25.0475, -0.8248)  0.38
O (1.7841, -24.1794, 0.2326)  -0.47
H (2.1994, -26.6977, -2.1871)  0.25
H (3.3674, -25.4688, -1.8306)  -0.65
H (0.5362, -25.5996, -0.5003)  0.25
H (0.9284, -24.4577, -1.5997)  -0.42
C (4.4902, -29.5685, -2.0406)  -0.46
N (4.7613, -28.3575, -2.9231)  0.89
O (5.5022, -27.4729, -2.5475)  -0.54
O (4.4803, -28.4182, -4.1472)  -0.45
H (3.6815, -30.0393, -2.5995)  0.34
H (4.2006, -29.0880, -1.1060)  0.00
H (5.4615, -30.0630, -2.0418)  0.31
C (0.1969, -23.2477, -4.2797)  -0.02
N (-0.7065, -23.9742, -5.1824)  1.00
O (-1.4165, -23.3376, -5.8432)  -0.51
O (-0.6466, -25.2079, -5.1378)  -0.54
H (1.1529, -23.1718, -4.7977)  0.39
H (0.1564, -23.9007, -3.4079)  -0.58
H (-0.1623, -22.2361, -4.0902)  0.29
O (-1.8944, -24.9239, 1.6429)  -0.17
C (-2.4305, -24.5404, 0.5994)  0.70
O (-3.4737, -25.0572, 0.1005)  -0.27
C (-4.0291, -24.4878, -1.1048)  -0.43
C (-2.9972, -23.5143, -1.4398)  -0.24
C (-2.0193, -23.3274, -0.2334)  0.10
H (-4.9932, -24.0212, -0.9026)  0.28
H (-4.1220, -25.2869, -1.8403)  0.34
H (-3.5500, -22.6077, -1.6856)  0.49
H (-2.6479, -23.7651, -2.4414)  -0.04
H (-2.2985, -22.4800, 0.3926)  0.38
H (-0.9532, -23.2841, -0.4561)  -0.11
O (3.5444, -21.6477, -0.6774)  -0.75
C (3.9561, -22.2716, -1.6770)  0.65
O (3.4753, -22.1333, -2.9425)  -0.29
C (4.0341, -23.1076, -3.7636)  -0.39
C (5.3347, -23.6207, -3.1225)  -0.36
C (5.1408, -23.2369, -1.7157)  -0.18
H (4.2176, -22.6068, -4.7142)  0.51
H (3.4312, -23.9546, -4.0910)  0.26
H (6.2165, -23.2650, -3.6555)  0.34
H (5.4626, -24.7005, -3.0464)  0.03
H (6.0180, -22.7173, -1.3301)  0.46
H (5.1386, -24.0841, -1.0298)  -0.14
C (0.7509, -30.4404, 1.6227)  -0.02
C (2.2732, -30.1549, 1.3786)  0.10
O (2.6895, -31.0212, 0.4163)  -0.34
S (1.4646, -32.0000, -0.2161)  1.00
O (1.9727, -33.3880, -0.2100)  -0.48
O (0.9496, -31.3353, -1.4582)  -0.40
O (0.4941, -31.6678, 1.0335)  -0.29
H (0.2198, -29.6533, 1.0874)  -0.08
H (0.5791, -30.3038, 2.6904)  0.35
H (2.8420, -30.2595, 2.3025)  0.37
H (2.2205, -29.1183, 1.0458)  -0.19
C (-0.9987, -27.0023, -2.4447)  0.51
C (-1.2303, -27.8004, -1.1846)  0.28
O (-2.2303, -28.7543, -1.4702)  -0.44
S (-2.4257, -29.0454, -3.0565)  1.05
O (-3.8532, -29.1665, -3.4045)  -0.50
O (-1.5130, -30.2120, -3.3573)  -0.47
O (-1.8508, -27.5087, -3.3773)  -0.39
H (-0.0320, -27.2136, -2.9018)  0.11
H (-1.0607, -25.9161, -2.3782)  -0.35
H (-1.5423, -27.0501, -0.4581)  0.06
H (-0.3612, -28.4394, -1.0283)  0.04

(3)
This record from the Open Molecules 2025 dataset describes a molecular structure, C16H30As3Cl3N3PdSeSi. The level of theory is the ωB97M-V functional and the def2-TZVPD basis.

Energy above the lowest of the compared OMol25 structures with the same formula, charge and spin, kJ/mol: 266.62
LUMO, hartree: -0.214
HOMO level, eV: -9.321
Total charge: +1

Each line ends with the Mulliken charge.
CARTESIAN COORDINATES (ANGSTROEM)
Pd (-0.3044, 0.0407, -0.1969)  -0.31
C (0.0938, -0.9933, 3.3036)  -1.08
As (-0.9534, 0.1182, 2.1210)  0.99
C (-0.9723, 1.7937, 3.0459)  -0.91
C (-2.8496, -0.3246, 2.3746)  -2.00
C (-3.4945, -1.6599, 1.9723)  2.87
C (-2.7126, -2.8299, 2.5592)  -1.35
C (-3.6278, -1.7572, 0.4495)  -1.15
As (-2.0194, -1.7581, -0.6510)  0.95
C (-1.2807, -3.5472, -0.4586)  -1.29
C (-2.8924, -1.9600, -2.3844)  -1.33
C (-4.9184, -1.6164, 2.5693)  -2.01
As (-6.2825, -3.0808, 2.5314)  0.34
C (-5.7845, -4.2877, 1.0554)  -1.05
C (-5.5816, -4.1968, 3.9863)  -1.12
H (0.2420, -1.9966, 2.9137)  0.31
H (-0.4269, -1.0291, 4.2602)  0.40
H (1.0539, -0.4898, 3.4449)  0.35
H (-1.5179, 1.6135, 3.9732)  0.39
H (-1.4936, 2.5440, 2.4506)  0.38
H (0.0432, 2.1349, 3.3013)  0.11
H (-3.3812, 0.5040, 1.8973)  0.45
H (-2.9620, -0.1835, 3.4530)  0.58
H (-1.6889, -2.8685, 2.1874)  -0.22
H (-3.1857, -3.7806, 2.3168)  0.16
H (-2.6617, -2.7500, 3.6467)  0.45
H (-4.2248, -0.9156, 0.0847)  0.57
H (-4.1594, -2.6659, 0.1712)  -0.02
H (-2.0878, -4.2776, -0.4128)  0.39
H (-0.6647, -3.6228, 0.4327)  0.39
H (-0.6572, -3.7555, -1.3273)  0.44
H (-3.7270, -2.6509, -2.2709)  0.42
H (-2.1982, -2.3818, -3.1103)  0.42
H (-3.2728, -1.0051, -2.7440)  0.41
H (-5.4340, -0.7395, 2.1682)  0.49
H (-4.8302, -1.4371, 3.6461)  0.55
H (-5.9859, -3.8272, 0.0888)  0.30
H (-6.4481, -5.1477, 1.1497)  0.40
H (-4.7567, -4.6482, 1.0957)  0.24
H (-5.5100, -3.5975, 4.8935)  0.33
H (-4.6111, -4.6385, 3.7681)  0.31
H (-6.2981, -4.9967, 4.1693)  0.39
Se (3.6200, 2.6035, -1.7883)  0.50
N (3.2072, 2.3906, -3.4712)  -0.72
C (2.1298, 1.6273, -3.5704)  0.77
C (1.4820, 1.2454, -4.7761)  -0.53
C (0.3754, 0.4679, -4.6542)  -0.81
C (-0.0937, 0.0723, -3.3720)  0.09
N (0.4616, 0.3993, -2.2276)  -0.16
C (1.5800, 1.1707, -2.3332)  0.34
N (2.2426, 1.5739, -1.2637)  0.03
H (1.8714, 1.5773, -5.7288)  0.49
H (-0.1810, 0.1361, -5.5188)  0.43
H (-0.9793, -0.5439, -3.3120)  0.29
Cl (1.4847, 3.1434, 1.2057)  -0.19
Si (1.4864, 1.2850, 0.4642)  0.33
Cl (2.1735, 1.8421, 4.0015)  -0.63
Cl (2.9936, 0.2117, 1.3008)  -0.19

(4)
This record from the Open Molecules 2025 dataset describes 3 unconnected molecules or ions with the total composition C16H30B2N2O4P in a non-equilibrium geometry. The level of theory is the ωB97M-V functional and the def2-TZVPD basis.

Energy above the lowest of the compared OMol25 structures with the same formula, charge and spin, kJ/mol: 139.57
LUMO, hartree: 0.083
HOMO level, eV: -3.331
Total charge: -1

Each line ends with the Mulliken charge.
CARTESIAN COORDINATES (ANGSTROEM)
C (1.0360, 0.6108, -0.2506)  -1.07
C (0.3770, -0.8241, -0.3872)  1.34
C (0.5992, -1.3669, -1.8265)  -1.37
C (-1.1140, -0.6770, 0.0036)  -1.02
C (-1.9829, -1.9348, -0.2393)  0.50
C (-3.2606, -1.6644, 0.6958)  -0.73
O (-4.4709, -1.9269, 0.0260)  -0.40
B (-4.0912, -1.6322, -1.3963)  1.03
B (-4.7164, -2.9790, -2.2471)  0.02
O (-4.6111, -3.0498, -3.6915)  -0.61
O (-5.3179, -4.1077, -1.6025)  -0.63
P (-4.7918, 0.0846, -2.0380)  -0.12
C (-3.3269, 1.1497, -2.5854)  -0.99
C (-5.5296, 1.0718, -0.6171)  -1.05
O (-2.6157, -1.8618, -1.5084)  -0.53
H (1.6743, 0.6340, 0.6448)  0.18
H (1.5693, 0.9122, -1.1575)  0.22
H (0.2334, 1.3487, -0.0889)  0.29
H (0.8919, -1.4448, 0.3624)  0.08
H (1.2370, -2.2678, -1.7514)  0.26
H (-0.3228, -1.6609, -2.3427)  0.22
H (1.1670, -0.6762, -2.4684)  0.39
H (-1.5748, 0.2118, -0.4446)  -0.20
H (-1.1322, -0.4885, 1.0973)  0.34
H (-1.5373, -2.9098, 0.0095)  0.25
H (-3.2616, -0.5451, 0.7504)  0.20
H (-3.1919, -1.9521, 1.7586)  0.29
H (-3.7219, -3.3635, -3.8493)  0.26
H (-4.7038, -4.8331, -1.6213)  0.24
H (-2.8699, 1.5750, -1.6691)  0.12
H (-2.6036, 0.5542, -3.1544)  0.23
H (-3.6839, 1.9989, -3.1866)  0.42
H (-6.3417, 0.5448, -0.1035)  0.28
H (-4.7464, 1.3360, 0.1213)  0.21
H (-5.9438, 1.9996, -1.0477)  0.37
N (3.2050, -1.4643, 3.0654)  0.05
C (4.2436, -1.3984, 2.1792)  -0.44
C (5.2643, -0.7036, 2.7786)  -0.52
C (4.8229, -0.3408, 4.0776)  -0.39
C (3.5491, -0.8276, 4.2260)  -0.53
H (2.3238, -1.9108, 2.8901)  0.21
H (4.1673, -1.8469, 1.2029)  0.40
H (6.2200, -0.4803, 2.3326)  0.44
H (5.3752, 0.2139, 4.8185)  0.39
H (2.8609, -0.7736, 5.0523)  0.40
N (4.2318, 2.8259, 0.9357)  0.09
C (3.8384, 2.8493, -0.3713)  -0.35
C (3.7434, 4.1602, -0.7617)  -0.64
C (4.1016, 4.9585, 0.3556)  -0.45
C (4.3995, 4.1056, 1.3883)  -0.48
H (4.3760, 1.9940, 1.4817)  0.21
H (3.6584, 1.9335, -0.9061)  0.49
H (3.4497, 4.5066, -1.7389)  0.40
H (4.1356, 6.0349, 0.3986)  0.38
H (4.7131, 4.2982, 2.4005)  0.37

The lowest energy above the lowest of the compared OMol25 structures with the same formula, charge and spin belongs to which entry?
C16H29OSc

The lowest total charge belongs to which entry?
C16H30B2N2O4P

Number 2 is which compound?
C16H30Ag2CuN2O18S2